No. 1
{"formula": "C36H90O18", "method": "ωB97M-V with the def2-TZVPD basis set", "relative_energy_kcal_mol": 65.66, "smiles": "COCCOC.COCCOC.COCCOC.COCCOC.COCCOC.COCCOC.COCCOC.COCCOC.COCCOC", "max_force_ev_per_a": 2.582, "homo_ev": -9.21, "e_lumo_ha": 0.0238, "species": ["C", "O", "C", "C", "O", "C", "H", "H", "H", "H", "H", "H", "H", "H", "H", "H", "C", "O", "C", "C", "O", "C", "H", "H", "H", "H", "H", "H", "H", "H", "H", "H", "C", "O", "C", "C", "O", "C", "H", "H", "H", "H", "H", "H", "H", "H", "H", "H", "C", "O", "C", "C", "O", "C", "H", "H", "H", "H", "H", "H", "H", "H", "H", "H", "C", "O", "C", "C", "O", "C", "H", "H", "H", "H", "H", "H", "H", "H", "H", "H", "C", "O", "C", "C", "O", "C", "H", "H", "H", "H", "H", "H", "H", "H", "H", "H", "C", "O", "C", "C", "O", "C", "H", "H", "H", "H", "H", "H", "H", "H", "H", "H", "C", "O", "C", "C", "O", "C", "H", "H", "H", "H", "H", "H", "H", "H", "H", "H", "C", "O", "C", "C", "O", "C", "H", "H", "H", "H", "H", "H", "H", "H", "H", "H"], "positions_angstrom": [[3.223699, -1.703117, 1.405211], [4.132336, -2.435319, 2.224721], [3.640557, -2.709362, 3.516562], [4.724303, -3.100737, 4.487684], [4.290530, -2.941996, 5.815535], [5.157237, -3.639748, 6.719828], [3.122452, -0.710244, 1.836493], [2.303075, -2.266816, 1.257690], [3.754258, -1.615025, 0.458799], [2.834435, -3.457671, 3.471903], [3.172374, -1.761497, 3.825725], [5.501783, -2.341079, 4.309971], [5.145111, -4.074935, 4.217462], [4.906246, -3.255402, 7.704007], [6.193508, -3.650950, 6.385332], [4.823926, -4.687526, 6.701017], [7.225403, 2.565320, -8.573821], [5.849333, 2.437097, -8.300677], [5.224535, 3.633306, -7.948706], [3.992845, 3.399437, -7.089611], [4.107223, 2.549607, -5.986431], [4.957270, 2.961812, -4.931754], [7.665709, 1.588176, -8.756658], [7.723630, 3.158660, -7.801575], [7.316583, 3.093148, -9.537859], [4.885728, 4.243294, -8.797027], [5.924447, 4.306480, -7.431888], [3.233106, 2.953569, -7.740946], [3.486767, 4.338238, -6.828282], [4.694861, 2.358970, -4.063944], [4.824868, 3.997382, -4.597158], [5.980003, 2.813577, -5.287290], [1.956245, 1.206672, -2.949284], [1.073858, 0.605323, -2.034980], [1.309540, 1.034676, -0.715509], [0.374139, 0.232164, 0.204887], [0.894812, 0.160002, 1.490595], [0.018868, -0.492259, 2.371818], [1.755474, 0.888781, -3.967556], [3.013846, 0.987767, -2.751240], [1.850752, 2.297017, -2.870623], [1.107655, 2.085037, -0.491011], [2.339702, 0.774823, -0.449736], [0.175420, -0.781746, -0.175107], [-0.595032, 0.748318, 0.124604], [0.429508, -0.581109, 3.377499], [-0.136130, -1.513979, 2.002095], [-0.954864, -0.008008, 2.500426], [-4.175295, -1.329157, 6.447593], [-4.380275, -0.438648, 5.342633], [-3.228528, 0.178248, 4.836786], [-3.583076, 1.034187, 3.636605], [-2.663445, 2.034158, 3.291617], [-2.652478, 3.130117, 4.216417], [-4.480304, -2.346551, 6.193993], [-4.748438, -0.948105, 7.287173], [-3.105003, -1.444440, 6.632801], [-2.485349, -0.568898, 4.512303], [-2.695914, 0.686151, 5.654124], [-4.641892, 1.323533, 3.693493], [-3.662021, 0.371614, 2.766443], [-2.276452, 4.044913, 3.759706], [-1.964931, 2.772733, 4.985051], [-3.609425, 3.437330, 4.645546], [-5.827640, 1.583271, -0.716947], [-4.856176, 0.734307, -1.294070], [-5.077370, 0.421294, -2.641360], [-3.844008, -0.321102, -3.150388], [-2.689945, 0.404011, -3.487898], [-1.959538, 1.040365, -2.452341], [-6.744560, 1.003008, -0.559653], [-6.061293, 2.404496, -1.403635], [-5.493045, 1.997935, 0.229845], [-5.276349, 1.312238, -3.249091], [-5.889183, -0.316677, -2.736080], [-4.135214, -0.680474, -4.147029], [-3.610648, -1.238440, -2.599945], [-1.044886, 1.502446, -2.821653], [-1.729671, 0.271374, -1.715274], [-2.496494, 1.933626, -2.122666], [3.491328, -0.530065, -6.095920], [2.110137, -0.739010, -6.301755], [1.473857, 0.454496, -6.753840], [-0.035704, 0.377838, -6.543293], [-0.578604, 1.662944, -6.777707], [-1.803774, 1.904630, -6.144210], [4.019848, -0.405383, -7.051096], [3.785286, -1.506836, -5.700656], [3.907940, 0.255244, -5.465207], [1.627407, 0.499123, -7.836778], [1.875592, 1.317167, -6.223395], [-0.266982, 0.060309, -5.519802], [-0.530580, -0.289816, -7.254905], [-2.267585, 2.834430, -6.459088], [-1.705803, 1.922378, -5.054154], [-2.487725, 1.056250, -6.276132], [0.426322, -2.200125, 6.260953], [0.347325, -3.592685, 6.229628], [1.443925, -4.282295, 6.779577], [1.283441, -5.747185, 6.363202], [0.057420, -6.322872, 6.792174], [-0.385587, -7.402539, 6.013459], [1.156553, -1.789788, 5.551492], [0.735420, -1.789871, 7.233958], [-0.568255, -1.800467, 6.058504], [1.396832, -4.234634, 7.867472], [2.443257, -4.173603, 6.344983], [2.068439, -6.349575, 6.844589], [1.481969, -5.946859, 5.302944], [-1.282933, -7.767542, 6.512592], [0.328996, -8.231592, 5.898963], [-0.566789, -7.005370, 5.000843], [-1.582132, 3.927770, 0.395448], [-1.976557, 5.025113, -0.446305], [-2.047582, 4.657058, -1.787990], [-2.254201, 5.867556, -2.720345], [-1.180077, 6.805481, -2.777556], [-0.733214, 7.305722, -1.528648], [-0.545410, 3.730638, 0.116147], [-2.260065, 3.076575, 0.329159], [-1.646666, 4.321880, 1.407050], [-2.835394, 3.955388, -2.081996], [-1.086137, 4.225454, -2.104385], [-3.084168, 6.534866, -2.456211], [-2.439579, 5.485804, -3.723240], [-1.599101, 7.685614, -0.986247], [0.041120, 8.043069, -1.729690], [-0.214684, 6.565304, -0.915922], [-2.210381, -3.258791, -0.348541], [-3.314705, -3.575263, 0.469139], [-3.705896, -2.614659, 1.420085], [-3.597972, -3.185748, 2.817300], [-2.268683, -3.345491, 3.264949], [-2.117188, -4.460831, 4.119504], [-1.285646, -3.052690, 0.202578], [-2.353682, -2.469915, -1.087941], [-1.987907, -4.208088, -0.839586], [-4.735048, -2.316515, 1.197985], [-3.081990, -1.710754, 1.439422], [-4.127266, -4.140951, 2.900206], [-4.013618, -2.427187, 3.502501], [-2.397002, -5.366377, 3.566266], [-2.784809, -4.346600, 4.978232], [-1.098422, -4.649122, 4.445944]], "forces_ev_per_a": [[1.36, -0.45, 0.34], [0.71, -0.80, 0.01], [-1.50, 0.78, -0.35], [0.79, 1.38, -1.03], [0.37, -0.45, 0.02], [-1.58, -0.72, -0.61], [-0.63, 0.03, -0.06], [-0.30, 0.30, 0.11], [-0.22, 0.06, -0.17], [0.05, -0.06, 0.02], [-0.02, -0.22, 0.64], [0.32, -0.35, -0.02], [-0.18, -0.20, 0.42], [0.68, 0.17, 0.10], [0.15, 0.56, 0.40], [0.24, -0.10, 0.17], [-0.43, 0.71, -1.18], [-0.22, -0.61, 0.34], [0.14, 1.02, 0.75], [-0.97, -0.17, -0.81], [-0.27, 0.11, 0.41], [0.00, 0.06, -0.50], [-0.09, -0.10, 0.52], [0.19, -0.29, 0.06], [0.30, 0.15, 0.20], [0.02, -0.28, -0.32], [0.17, -0.21, 0.19], [0.15, -0.45, 0.11], [0.59, 0.34, 0.21], [0.33, -0.30, -0.11], [-0.14, 0.15, -0.42], [0.22, 0.01, 0.58], [0.30, 0.76, 0.08], [-0.03, 0.11, -0.08], [0.10, -1.55, 0.88], [-0.51, 0.10, -1.14], [0.02, 0.92, 0.59], [-0.33, -0.84, 0.17], [-0.34, -0.16, 0.05], [-0.07, -0.24, 0.25], [0.03, 0.04, -0.28], [0.23, 0.28, -0.59], [0.14, 0.30, 0.13], [0.33, 0.03, -0.22], [-0.11, -0.07, 0.64], [0.46, 0.20, -0.16], [-0.26, -0.05, 0.13], [0.01, 0.23, -0.37], [0.46, 0.09, -0.96], [-0.59, -0.38, -0.05], [1.23, -0.53, 0.57], [-0.95, -0.92, -0.80], [-0.85, 0.85, -0.02], [0.74, -0.52, 0.23], [-0.44, 0.12, -0.13], [0.21, -0.11, 0.26], [0.00, 0.35, 0.48], [-0.17, -0.18, -0.08], [-0.25, 0.57, -0.16], [0.21, 0.84, 0.55], [0.49, -0.06, -0.03], [0.34, -0.33, -0.35], [-0.12, 0.76, 0.48], [-0.27, -0.64, -0.09], [-0.49, -0.38, -0.66], [0.33, 0.61, 0.77], [0.94, -0.85, 0.31], [-0.32, -0.20, -1.61], [0.40, 0.63, -0.26], [-0.55, 0.25, -0.24], [-0.12, 0.18, 0.14], [-0.01, 0.11, 0.09], [0.29, -0.19, 0.00], [-0.04, -0.02, 0.03], [-0.24, 0.33, -0.07], [-0.19, -0.17, 0.15], [-0.05, 0.29, 0.58], [0.18, -0.74, -0.49], [0.04, 0.50, 0.49], [-0.36, -0.55, 0.80], [0.89, -1.91, -0.72], [-0.38, 1.33, 0.67], [-0.52, -0.73, -0.45], [-0.34, 0.16, 0.32], [0.47, 0.88, -0.33], [-0.32, -0.98, 0.90], [-0.15, 0.06, -0.10], [0.44, 0.22, 0.09], [-1.04, 0.28, 0.34], [0.33, 0.58, -0.01], [0.00, 0.18, -0.18], [0.08, -0.13, 0.01], [0.23, -0.43, 0.15], [0.24, 0.02, -0.39], [0.28, 0.26, 0.03], [-0.19, 0.16, -0.42], [0.31, 0.83, 0.29], [0.43, 0.08, -0.30], [-0.69, -2.39, -0.70], [-0.09, -1.20, 0.88], [0.27, 0.46, 0.20], [0.08, 0.42, -0.44], [-0.14, -0.17, -0.20], [-0.08, -0.34, 0.14], [0.05, -0.07, -0.22], [0.38, 0.27, 0.13], [-0.09, 1.53, 0.24], [0.30, 0.32, 0.18], [-0.50, 0.57, -0.25], [-0.06, -0.05, -0.37], [0.11, 0.15, 0.32], [-0.40, -0.45, 0.08], [-0.14, 1.34, -0.32], [-0.94, -0.64, 0.44], [0.52, 1.06, -1.46], [0.16, 1.03, 1.00], [0.90, -0.79, -0.49], [0.14, -0.33, -0.24], [0.03, -0.67, 0.30], [0.16, -0.17, -0.26], [0.21, -0.14, 0.06], [-0.18, -0.19, 0.62], [0.02, -0.25, 0.02], [-0.63, -0.78, 0.34], [0.25, 0.09, -0.10], [0.19, 0.32, 0.32], [-0.41, 0.44, -0.19], [-0.32, -0.25, -0.02], [0.64, -1.06, 0.11], [0.22, 0.38, -0.26], [0.49, -0.02, 0.45], [-0.43, 0.53, 0.79], [1.12, -0.07, -0.55], [-0.62, -0.57, -0.41], [-0.24, 0.31, 0.39], [-0.38, 0.09, 0.05], [-0.07, 0.21, -0.43], [-0.01, 0.04, 0.24], [0.08, -0.06, -0.50], [-0.15, 0.14, -0.07], [-0.62, -0.32, -0.11], [-0.25, -0.06, 0.10], [0.15, -0.17, 0.22], [0.14, 0.78, 0.03]]}

No. 2
{"formula": "C3H10NO", "method": "ωB97M-V with the def2-TZVPD basis set", "relative_energy_kcal_mol": 10.60, "max_force_ev_per_a": 2.982, "homo_ev": [-5.45, -10.44], "multiplicity": 2, "e_lumo_ha": [0.0304, 0.0300], "species": ["C", "N", "H", "H", "H", "H", "C", "O", "C", "H", "H", "H", "H", "H", "H"], "positions_angstrom": [[-0.980868, -2.110964, 0.973736], [0.251973, -1.703691, 1.333509], [-1.418682, -2.977428, 1.476964], [-1.674666, -1.586151, 0.336247], [0.574836, -0.811883, 0.968197], [0.891658, -2.185085, 1.921414], [0.639585, 1.719217, -0.840382], [0.924246, 1.203838, 0.523023], [-0.412003, 0.757149, -1.318643], [0.202069, 2.702736, -0.694446], [1.654223, 1.587595, -1.260552], [1.505585, 1.811510, 0.994820], [-0.146238, -0.305722, -1.305850], [-1.302939, 0.995047, -0.728855], [-0.708776, 0.903838, -2.379182]], "forces_ev_per_a": [[-1.75, -1.91, 0.41], [0.85, 1.88, -0.72], [0.36, 0.29, -0.14], [0.58, 0.52, -0.02], [0.05, -0.26, 0.29], [-0.11, -0.50, 0.24], [1.14, -1.86, 2.04], [-0.33, 0.30, 0.05], [-0.77, 0.26, -1.50], [0.49, 0.34, -0.66], [-0.88, 0.88, -0.88], [-0.09, -0.02, -0.18], [0.14, 0.31, 0.59], [0.04, -0.59, 0.00], [0.27, 0.35, 0.49]]}

No. 3
{"formula": "CH4ClN2O", "method": "ωB97M-V with the def2-TZVPD basis set", "relative_energy_kcal_mol": 5.63, "charge": 1, "max_force_ev_per_a": 3.827, "homo_ev": -14.37, "e_lumo_ha": -0.1503, "species": ["C", "N", "N", "O", "Cl", "H", "H", "H", "H"], "positions_angstrom": [[-0.164759, 0.974045, 1.490098], [-1.184455, 1.552104, 1.623861], [0.636613, -0.933118, -1.274142], [0.762051, 0.365009, 1.160685], [-2.724679, 1.816184, 2.182890], [0.193683, -1.805283, -1.109603], [0.827925, -0.331957, -0.442259], [0.084281, -0.451598, -1.945354], [1.569341, -1.185386, -1.686177]], "forces_ev_per_a": [[-3.64, 1.04, 0.55], [-0.19, 0.52, 0.23], [2.62, 0.04, -0.52], [2.88, -1.26, -0.71], [0.91, -0.20, -0.10], [-0.71, -1.02, 0.91], [-0.46, -0.37, 0.38], [-0.49, 0.79, -0.91], [-0.91, 0.48, 0.17]]}